DFT (ωB97M-V/def2-TZVPD) results for 12 unconnected molecules or ions with the total composition C63H160N12O17.

```
252
Properties=species:S:1:pos:R:3:forces:R:3
C -8.8909 -0.6885 -1.1812 0.3 -0.2 1.5
C -8.0576 0.5052 -1.5958 -0.2 0.7 -0.9
C -6.5228 0.3159 -1.3718 0.0 0.0 1.1
O -6.1433 -0.0292 0.0228 -1.1 0.7 -1.7
C -6.1110 -1.3975 0.2914 1.2 -0.6 0.1
N -8.3358 0.7832 -3.0327 1.0 -0.4 -0.3
H -9.0696 -0.6128 -0.1086 0.1 -0.4 0.2
H -8.3448 -1.6127 -1.3698 -0.2 -0.1 -0.1
H -9.8934 -0.7559 -1.6038 0.2 0.3 -0.4
H -8.3264 1.4194 -1.0666 -0.2 -0.1 0.2
H -5.8777 1.1784 -1.5388 -0.8 0.6 -0.2
H -6.1465 -0.3865 -2.1155 0.0 -0.8 0.3
H -7.0293 -1.8980 0.5987 -0.3 0.3 -0.2
H -5.3905 -1.5538 1.0942 0.0 0.1 0.3
H -5.6679 -1.8864 -0.5761 -0.2 -0.5 -0.2
H -9.3046 0.6247 -3.2703 -0.7 0.8 0.7
H -8.0398 -0.0555 -3.5112 1.1 -0.3 -0.4
C -4.7445 -0.1848 -7.8937 -0.5 0.5 1.2
C -4.8030 1.2183 -7.2844 1.3 -0.2 1.2
C -3.5542 1.4773 -6.3368 -1.3 -0.5 -0.8
O -3.4147 0.4032 -5.3887 -0.1 1.4 0.4
C -4.4861 0.3890 -4.4274 1.4 -1.5 -0.1
N -4.8417 2.1720 -8.3581 -0.4 0.6 -0.8
H -5.4698 -0.2383 -8.7055 0.5 -0.1 -0.4
H -5.1287 -0.8781 -7.1454 0.3 -0.3 0.0
H -3.7019 -0.4104 -8.1177 -0.3 -0.3 -0.5
H -5.6488 1.3227 -6.6048 -0.5 -0.2 -0.1
H -3.7239 2.4394 -5.8533 0.0 0.1 0.4
H -2.6402 1.5963 -6.9187 0.1 -0.5 0.0
H -4.1835 -0.3489 -3.6843 0.0 -0.7 -0.3
H -5.3583 0.0122 -4.9616 -0.5 0.6 0.6
H -4.5502 1.2259 -3.7320 -0.5 0.9 -1.0
H -5.5462 1.8272 -8.9945 0.2 -0.2 -0.6
H -5.2733 3.0530 -8.1179 0.4 0.4 0.6
C 0.0425 3.0972 -5.6093 0.0 -2.3 1.8
C 1.2334 2.0626 -5.7064 -0.4 0.9 2.7
C 0.8411 0.5983 -5.6225 -1.7 -0.4 -2.4
O 1.8470 -0.3628 -6.0581 -0.5 1.4 0.8
C 1.2736 -1.6480 -6.2103 0.5 -0.4 -0.1
N 1.9659 2.3618 -6.8519 0.5 -0.8 -1.8
H -0.6749 2.9458 -6.4159 0.6 0.6 -0.5
H 0.3353 4.1104 -5.3342 0.2 0.0 -0.8
H -0.5668 2.8003 -4.7557 -0.2 -0.1 0.4
H 1.9202 2.0475 -4.8601 0.0 1.3 1.0
H 0.0306 0.5950 -6.3513 -0.4 -0.8 -0.5
H 0.3120 0.3547 -4.7012 0.6 -0.2 0.5
H 1.9029 -2.3514 -6.7556 0.5 0.7 -0.6
H 0.3356 -1.5553 -6.7578 -0.3 -0.3 0.4
H 1.2794 -2.1827 -5.2605 -1.0 0.3 0.5
H 2.6137 3.1167 -6.6769 0.3 -0.3 -0.2
H 2.3933 1.4563 -6.9841 1.3 0.4 -1.1
C 0.2265 2.9826 5.5620 1.4 -1.4 0.5
C -0.6168 2.9621 6.8169 -1.4 -0.8 -0.9
C -0.3097 3.7986 7.9902 1.2 0.6 0.6
O 0.9722 3.3915 8.4839 0.1 1.1 2.2
C 1.2663 3.9216 9.8521 -0.1 -0.7 -0.8
N -1.9833 3.2489 6.3953 -0.7 0.8 0.7
H 1.1914 2.4982 5.7113 0.4 0.2 0.3
H 0.4177 3.9633 5.1264 -0.4 0.1 0.0
H -0.2513 2.2890 4.8701 -0.2 0.4 -0.4
H -0.7385 2.0187 7.3491 0.7 -0.9 -0.8
H -1.1279 3.5504 8.6662 0.1 0.4 0.5
H -0.2840 4.8666 7.7739 -0.2 0.3 0.0
H 0.3781 3.9916 10.4800 -0.3 -0.3 -0.2
H 1.7609 4.8889 9.9410 -0.2 0.4 -1.0
H 1.9829 3.2615 10.3409 -0.2 -0.4 -0.3
H -2.3089 2.5895 5.7030 0.2 0.1 0.0
H -1.9527 4.1665 5.9745 -0.4 0.0 -0.4
C -4.5986 1.0628 2.9058 0.9 -0.6 2.4
C -3.8255 1.0623 4.2909 -1.8 -2.3 -1.2
C -4.3765 -0.0652 5.3192 -1.0 0.8 -3.7
O -3.6383 0.0159 6.4207 3.4 1.5 0.7
C -3.9764 -0.7060 7.5036 -1.6 -0.7 2.5
N -2.4193 0.6922 4.0376 -0.5 1.8 0.3
H -4.2504 0.1872 2.3580 -0.2 0.0 -0.4
H -4.3664 2.0082 2.4155 -0.4 -0.2 -0.2
H -5.6406 0.9175 3.1909 -0.2 0.3 -0.7
H -4.0378 2.0572 4.6824 0.9 0.0 0.5
H -4.2274 -1.0230 4.8208 0.0 -0.4 -0.3
H -5.4525 -0.0053 5.4829 -0.3 0.4 0.3
H -3.9280 -1.7948 7.4861 -0.1 -0.3 -1.0
H -4.9931 -0.3846 7.7300 -0.4 -0.5 0.6
H -3.3895 -0.4993 8.3986 0.4 0.7 -0.3
H -2.3955 -0.2062 3.5767 -0.2 -0.4 0.4
H -2.1162 0.5921 4.9959 1.1 -0.5 0.0
C 3.2340 5.7760 2.1170 -1.3 -0.8 1.6
C 2.7713 5.2804 0.7476 1.8 -0.5 0.2
C 1.4867 5.8789 0.3113 -1.2 0.9 1.8
O 0.9206 5.4521 -0.9088 -0.6 1.2 0.1
C -0.1771 6.3161 -1.3482 1.1 -0.2 -1.0
N 3.8127 5.7251 -0.1368 0.8 0.5 -1.6
H 2.7042 6.6919 2.3789 0.4 0.4 -0.1
H 4.3077 5.8301 2.2964 0.1 0.4 -0.8
H 2.9865 5.1028 2.9378 -0.6 -0.3 0.0
H 2.7587 4.1905 0.7430 -0.3 -0.2 0.0
H 1.6770 6.9503 0.3744 0.0 0.5 -0.8
H 0.8315 5.7797 1.1768 -1.0 -0.5 0.0
H 0.0634 7.3668 -1.5102 0.8 0.3 0.9
H -1.0872 6.3043 -0.7485 0.1 -0.6 0.1
H -0.3056 6.0704 -2.4023 -0.7 -0.8 0.2
H 3.3663 6.2993 -0.8375 0.3 -0.1 -0.6
H 4.4169 6.3721 0.3495 0.2 -0.1 0.0
C 4.0548 -10.5655 -0.6186 0.9 -1.1 0.5
O 4.2935 -9.1848 -0.5597 0.3 0.6 -0.7
C 5.5837 -8.7067 -1.0487 -0.9 -1.5 0.5
C 5.4805 -7.3283 -1.6599 -1.6 -1.7 1.0
N 4.1611 -7.2904 -2.3814 1.9 2.3 -1.5
C 3.9951 -5.8588 -2.7281 0.0 -0.9 0.5
C 2.6473 -5.5982 -3.3781 1.2 -0.3 -0.5
O 1.5553 -5.8306 -2.4952 -0.1 0.8 -0.1
C 1.2144 -4.8639 -1.5119 -0.3 0.1 0.3
H 4.6742 -11.0991 0.1023 -0.2 0.1 0.9
H 4.3664 -11.1612 -1.4766 0.0 0.9 -1.2
H 3.0045 -10.8230 -0.4814 0.0 0.5 0.3
H 5.9145 -9.3723 -1.8459 -0.1 -0.3 0.0
H 6.2993 -8.7900 -0.2308 0.2 0.2 0.1
H 6.3961 -7.3063 -2.2509 -0.5 0.4 -1.1
H 5.6654 -6.5328 -0.9381 -0.7 0.3 0.4
H 3.2729 -7.4481 -1.9271 0.7 -1.1 1.2
H 4.8627 -5.5337 -3.3023 -0.3 0.1 -0.5
H 4.0822 -5.3724 -1.7565 -0.2 1.0 0.1
H 2.5418 -6.3167 -4.1910 -0.2 -0.3 0.2
H 2.7554 -4.6593 -3.9212 -0.9 0.7 0.5
H 0.1893 -4.5041 -1.6000 -0.4 -0.4 -0.6
H 1.7433 -3.9112 -1.4845 0.9 -0.3 -0.3
H 1.2442 -5.3126 -0.5190 0.4 -0.1 0.1
C -1.7954 6.4136 4.7001 0.3 -0.2 -0.8
O -1.5551 5.5199 3.5540 0.9 0.1 2.1
C -2.6065 5.4337 2.6314 -1.5 0.8 2.9
C -2.4545 4.3068 1.6727 0.4 2.2 -2.0
N -3.5944 4.4117 0.7065 0.1 0.0 0.4
C -3.6399 3.2773 -0.1579 1.0 -1.1 0.4
C -4.0670 3.5417 -1.5611 0.0 0.4 -1.7
O -3.0660 4.3012 -2.2868 0.6 1.0 1.3
C -3.3230 4.3644 -3.6763 -0.2 -1.7 0.0
H -1.2833 7.3635 4.5468 0.2 -0.1 -0.1
H -1.4543 5.9730 5.6369 0.5 -0.2 -0.3
H -2.8237 6.6869 4.9367 -0.5 -0.4 -0.7
H -2.7169 6.4666 2.3014 -0.2 -0.2 -1.5
H -3.5058 5.2801 3.2280 -0.5 -0.2 -0.1
H -2.2382 3.3129 2.0644 -0.8 0.1 0.4
H -1.5377 4.6184 1.1722 0.5 -0.6 -0.7
H -3.4378 5.1078 -0.0084 0.5 1.2 0.8
H -4.1311 2.4579 0.3671 -0.5 -0.2 -0.6
H -2.6081 2.9571 -0.3031 0.6 -0.6 -0.1
H -4.9880 4.1052 -1.7106 -0.4 -0.3 0.4
H -4.1148 2.5893 -2.0889 -0.4 -0.3 0.1
H -2.9655 5.1928 -4.2878 -0.1 0.7 1.0
H -4.3932 4.1999 -3.8018 -0.1 0.2 -0.6
H -2.7665 3.5225 -4.0882 -0.3 -0.4 -0.4
C 8.4607 1.1490 -4.5883 -1.1 0.9 0.3
O 7.5359 1.1652 -3.4792 0.0 -0.4 0.4
C 6.2100 1.5918 -3.7832 -0.3 -0.4 -0.4
C 5.2654 1.4396 -2.5886 1.6 -1.0 0.3
N 4.8431 0.0526 -2.3808 0.0 0.8 -0.4
C 3.8497 -0.3599 -3.3118 -2.0 -1.6 0.4
C 3.5026 -1.8470 -3.0655 -0.6 0.3 -1.6
O 4.1117 -2.5288 -4.1351 0.7 -1.9 -0.2
C 5.4961 -2.8487 -3.9445 -0.8 0.2 -0.6
H 8.7480 2.1971 -4.6713 0.6 -0.1 -0.6
H 7.9795 0.8167 -5.5082 -0.3 0.1 -0.1
H 9.3123 0.4833 -4.4473 -0.2 0.2 0.7
H 5.8898 0.9308 -4.5886 -0.5 0.2 -0.4
H 6.0633 2.6259 -4.0948 0.9 0.3 -0.4
H 4.4105 2.1097 -2.6792 0.1 0.0 0.3
H 5.9063 1.5944 -1.7206 -0.3 1.0 0.2
H 5.6445 -0.4814 -2.6850 0.5 -0.2 0.7
H 4.0465 -0.3409 -4.3837 0.6 0.2 -0.1
H 2.8894 0.1551 -3.2854 0.1 0.8 0.8
H 2.4407 -1.9988 -3.2591 -0.3 0.1 -0.1
H 3.6448 -2.3369 -2.1023 0.8 0.5 0.3
H 5.8615 -3.3225 -4.8556 -0.2 0.1 -0.1
H 5.6307 -3.5840 -3.1512 0.1 0.4 0.4
H 6.0515 -1.9177 -3.8311 0.4 -0.2 0.3
C 9.5494 -2.0854 5.5246 -1.4 -0.8 0.0
O 8.5200 -2.9042 4.8086 0.5 1.4 0.5
C 8.1215 -2.3715 3.5278 1.7 -0.1 -0.8
C 6.9595 -3.0466 2.7974 -1.3 0.4 1.5
N 5.5865 -2.4473 3.0670 2.0 -0.8 -1.6
C 5.5356 -1.0815 2.4997 -2.0 -0.6 2.7
C 4.3375 -0.4377 3.2558 1.0 0.5 0.4
O 4.5301 -0.5789 4.6631 -0.6 0.4 0.9
C 3.6560 0.2515 5.4995 0.3 -0.5 -1.5
H 10.5930 -2.0983 5.2101 -0.1 -0.6 -1.0
H 9.5692 -2.5007 6.5322 -0.2 0.0 -0.1
H 9.2859 -1.0300 5.5933 -0.5 0.0 -0.2
H 8.9733 -2.6014 2.8877 0.3 0.3 -0.4
H 8.0189 -1.2864 3.5295 0.0 0.1 0.4
H 7.0441 -4.0873 3.1104 -0.6 -0.2 -0.1
H 7.0545 -3.0085 1.7122 0.5 0.1 0.1
H 5.4212 -2.4552 4.0633 0.0 0.4 0.1
H 5.2833 -1.0253 1.4408 0.4 -0.4 -0.1
H 6.4030 -0.4767 2.7639 0.2 0.1 -0.3
H 3.3789 -0.8987 3.0181 -0.1 0.1 -0.5
H 4.4250 0.6200 3.0071 -0.7 0.4 -0.1
H 4.0181 1.2779 5.4407 0.1 0.0 0.5
H 3.5501 -0.1578 6.5042 0.7 0.1 -0.1
H 2.6319 0.2718 5.1268 -0.2 -0.2 -0.4
C -3.5352 -4.9454 -0.4142 -1.0 -0.3 0.5
O -3.0853 -6.0567 0.3755 -0.8 0.3 -1.1
C -1.7196 -6.0521 0.6832 0.2 0.8 0.9
C -1.5432 -5.3748 2.0644 -1.1 0.6 -2.7
N -2.0055 -3.9073 1.9861 1.6 -1.7 1.7
C -2.2080 -3.5003 3.3786 -0.4 0.9 0.6
C -3.5957 -3.7470 3.9840 1.8 -0.2 1.3
O -4.6151 -3.0387 3.3989 -1.4 -0.4 -0.9
C -5.8090 -3.8518 3.2629 1.2 0.6 -0.3
H -3.9139 -5.1968 -1.4049 0.6 -0.6 -0.3
H -2.8583 -4.0939 -0.4839 0.4 -0.3 0.0
H -4.4525 -4.5883 0.0541 0.0 0.2 0.4
H -1.1900 -5.5601 -0.1326 0.4 0.1 0.2
H -1.3108 -7.0567 0.7916 -0.4 -0.3 -0.3
H -0.4913 -5.5591 2.2828 0.1 0.9 0.6
H -2.1900 -5.9618 2.7165 0.1 0.1 0.4
H -2.8892 -3.7810 1.5136 -0.1 -0.5 0.0
H -1.9107 -2.4616 3.5230 -0.3 0.4 -0.2
H -1.5435 -3.9865 4.0928 0.3 -0.5 -0.4
H -3.5624 -3.4462 5.0312 0.3 0.2 0.4
H -3.7233 -4.8244 4.0895 -0.6 -0.3 -0.7
H -5.5474 -4.6489 2.5670 -0.5 0.1 -0.5
H -6.5402 -3.1171 2.9258 -0.4 -0.7 0.0
H -6.0719 -4.3864 4.1757 -0.2 0.5 0.4
C -2.6774 -0.3531 -0.7438 -0.5 -1.5 -0.4
C -1.2048 -0.0333 -1.0508 -0.3 0.3 -0.3
C -1.0422 1.0193 -2.1578 1.5 1.1 -0.5
C 0.3328 1.7682 -2.1630 -1.3 0.0 -0.4
C 0.6563 2.4345 -0.8347 0.6 -2.8 -0.9
C 0.6092 1.3193 0.2793 0.5 1.3 -0.1
N -0.6468 0.5435 0.1664 1.1 -2.0 0.2
O -0.9830 -0.2293 1.2759 0.9 1.1 -1.4
C 1.8851 0.4041 0.3458 -0.5 -0.7 -0.8
C 0.5608 2.0313 1.5688 0.5 1.3 2.5
C -0.4942 -1.4197 -1.4157 -0.9 0.4 -0.2
H -3.3544 0.3289 -0.2294 0.4 0.8 -0.4
H -2.8069 -1.2651 -0.1611 0.6 -0.1 0.3
H -3.1023 -0.6996 -1.6858 -0.3 0.6 -0.2
H -1.0754 0.5380 -3.1352 -0.7 -0.1 0.1
H -1.7031 1.8842 -2.1005 -0.9 -0.6 0.1
H 0.2592 2.6691 -2.7721 -0.3 -0.4 -0.8
H 1.0385 1.1010 -2.6579 0.7 0.2 0.7
H -0.0101 3.2851 -0.6911 0.0 -0.2 0.4
H 1.6670 2.7826 -1.0476 0.1 0.3 1.1
H 2.2139 -0.0169 -0.6043 -0.3 0.2 -0.3
H 2.7295 0.9793 0.7256 -0.3 0.1 0.1
H 1.7078 -0.4639 0.9808 -0.1 0.2 0.3
H 0.4003 1.4483 2.4757 -0.2 -0.4 -0.2
H 1.5428 2.4704 1.7449 0.1 0.1 -0.2
H -0.1015 2.8948 1.6301 -0.3 -0.2 -0.3
H -0.4539 -2.0653 -0.5384 0.6 0.2 0.1
H 0.3876 -1.3686 -2.0543 0.5 0.4 0.8
H -1.1618 -1.9522 -2.0932 -0.6 0.2 0.0
H -1.6557 0.3277 1.6744 -0.6 0.3 1.2
```
Positions in Å, forces in eV/Å.

Summary:
- Charge: +1
- HOMO (spin up / spin down): -10.1 / -10.1 eV
- Orbital gap (spin up / spin down): 8.696 / 4.370 eV
- Energy relative to the best compared isomer or geometry (same formula, charge and spin): 471.5 kJ/mol
- 2S+1: 2
- Strongest force on any atom: 0.075 hartree/bohr

Atomic partial charges in e from the Mulliken method, atoms 1 to 6:
1. C -1.52
2. C 0.71
3. C -0.05
4. O -0.11
5. C -0.15
6. N -0.75